Record 1
37
Properties=species:S:1:pos:R:3:forces:R:3:nbo_charge:R:1 method="wB97M-V/def2-TZVPD" homo_ha=-0.0517 total_charge=-2 e_lumo_ev=4.842 de_lowest_kcal_mol=0.0
C -1.238234 1.647940 -0.199639 0.334 -0.812 -2.649 -0.06
C -0.933339 1.203456 -1.496654 -1.336 0.980 2.947 0.04
C 0.489376 1.281963 -1.690287 1.930 1.256 2.593 0.00
C -1.876559 0.667304 -2.500581 -0.313 -0.246 -0.158 -0.66
C 1.076187 1.754705 -0.507461 -0.985 -0.901 -2.600 0.03
C 0.012988 2.021677 0.461216 0.200 0.308 1.452 0.00
C 0.173670 2.497534 1.739866 -0.313 -0.251 -2.089 -0.43
C -2.564915 1.709848 0.427659 -0.660 0.091 0.180 -0.64
C 1.199849 0.866790 -2.914485 0.280 -0.250 -0.287 -0.66
C 2.511043 1.844285 -0.232043 0.791 0.001 0.065 -0.67
Pb 0.349542 -2.891618 -0.608832 0.686 -0.833 2.171 1.27
Cl 0.133427 -2.561979 -3.005943 -0.289 0.631 -2.969 -0.74
Cl -1.757808 -1.741287 0.319571 -0.705 0.393 0.278 -0.75
O 1.597798 -1.270041 0.120337 0.235 0.447 0.558 -1.22
H -2.891547 0.619991 -2.087513 0.190 -0.002 -0.184 0.21
H -1.576892 -0.350527 -2.797656 -0.076 0.248 0.075 0.27
H -1.880458 1.291441 -3.407054 -0.055 -0.099 0.096 0.19
H 0.990314 -0.190298 -3.134166 0.079 0.233 0.015 0.27
H 2.280902 0.979721 -2.783109 -0.147 -0.029 -0.116 0.21
H 0.882340 1.454973 -3.787467 0.031 -0.056 0.076 0.19
H 2.930897 0.838185 -0.089361 -0.101 0.132 0.056 0.26
H 2.676118 2.427348 0.677570 0.266 0.018 -0.099 0.19
H 3.042162 2.317384 -1.068712 0.056 0.025 0.216 0.19
H 1.169986 2.745904 2.097013 -0.215 -0.054 0.109 0.20
H 0.027029 0.719014 3.129884 -0.224 -0.581 -0.035 0.47
H -0.696098 2.725388 2.354525 0.261 -0.139 0.004 0.20
H -3.151623 0.810382 0.197638 0.139 0.180 0.150 0.24
H -3.123923 2.591061 0.074711 -0.059 -0.107 0.189 0.19
H -2.452810 1.778945 1.514751 -0.242 -0.065 -0.106 0.21
H 1.391320 -1.143922 1.067069 0.114 -0.086 -0.616 0.45
O -0.334725 -0.106131 3.496918 -0.002 0.222 -0.307 -0.97
H -0.659814 -0.599777 2.718653 0.124 0.163 0.252 0.50
O -0.500859 -4.355008 3.126855 0.509 -0.506 -0.044 -0.84
Cl 0.446641 -5.190946 2.419484 -0.499 0.568 -2.216 2.50
O 1.808828 -4.795759 2.728459 -0.547 -0.338 0.101 -0.86
O 0.224350 -6.591992 2.705244 0.187 0.140 0.433 -0.87
O 0.224838 -5.005955 0.933539 0.353 -0.682 2.459 -0.90

---

Record 2
44
Properties=species:S:1:pos:R:3:forces:R:3:nbo_charge:R:1 method="wB97M-V/def2-TZVPD" homo_ha=-0.3857 total_charge=+1 e_lumo_ev=-5.787 de_lowest_kcal_mol=8.2
C 2.580007 3.126116 0.215674 0.583 -0.054 -0.124 -0.65
C 1.115806 3.178805 -0.042686 -0.493 -0.024 0.606 0.07
C 0.631157 3.429070 -1.425788 0.040 0.061 -0.570 -0.66
C 0.267878 3.029116 0.981274 0.155 0.017 -0.397 -0.27
C -1.178469 3.088008 0.891451 0.219 -0.044 0.051 -0.20
C -1.967519 2.795090 1.915475 -0.162 -0.104 -0.044 -0.41
H 3.154575 3.175010 -0.709576 0.020 0.006 0.064 0.22
H 2.890710 3.960706 0.845836 0.068 -0.020 0.008 0.23
H 2.850516 2.200024 0.724320 0.063 0.041 0.064 0.23
H 1.455957 3.445248 -2.138751 -0.070 0.022 0.018 0.22
H -0.060858 2.648931 -1.744892 -0.094 0.041 -0.081 0.21
H 0.118412 4.389563 -1.491360 -0.060 0.013 -0.094 0.23
H 0.686652 2.858199 1.958643 0.040 -0.098 0.349 0.20
H -1.615910 3.401503 -0.041452 -0.114 0.076 -0.281 0.20
H -3.035975 2.852046 1.849284 -0.401 0.099 -0.029 0.18
H -1.550579 2.490949 2.854421 0.135 -0.106 0.429 0.19
Cl 0.899556 -3.031207 -0.806934 -0.095 0.079 0.033 0.09
C -0.523435 -2.167279 -0.404859 -0.163 0.186 -0.080 0.05
C -0.905458 -1.062753 -1.161934 0.293 -0.062 -0.223 -0.25
C -2.044862 -0.369522 -0.844928 -0.322 -0.024 0.367 -0.09
C -2.848738 -0.764584 0.246259 0.163 -0.128 -0.084 -0.18
C -4.019254 -0.027863 0.579283 0.074 -0.137 0.206 0.09
C -4.913527 -0.382417 1.569072 -0.217 -0.128 0.079 -0.33
C -6.006579 0.377289 1.936165 0.217 -0.274 0.030 0.08
C -6.916094 0.061224 2.987056 -0.204 -0.001 0.158 -0.18
C -8.078817 0.840214 3.187169 0.538 -0.208 -0.178 -0.10
C -8.952062 0.548181 4.202007 -0.391 0.037 0.215 -0.25
C -8.698037 -0.519919 5.056971 0.048 0.049 -0.117 0.05
Cl -9.788498 -0.876574 6.333687 0.139 0.053 -0.169 0.09
C -7.557879 -1.299772 4.882185 -0.040 -0.185 0.267 -0.26
C -6.684848 -1.017122 3.866596 -0.002 0.262 -0.249 -0.06
C -2.438576 -1.887432 0.998797 -0.094 0.313 -0.202 -0.06
C -1.296766 -2.571865 0.677866 0.113 -0.241 0.200 -0.26
H -0.290393 -0.767399 -1.994379 0.068 0.089 -0.147 0.25
H -2.341554 0.484791 -1.431455 0.004 0.153 -0.104 0.23
H -4.214020 0.877126 0.031190 0.005 0.324 -0.244 0.22
H -4.768887 -1.326041 2.057104 0.078 -0.193 0.221 0.21
H -6.176845 1.285868 1.388630 -0.162 0.399 -0.206 0.22
H -8.278090 1.666036 2.525706 -0.062 0.189 -0.112 0.23
H -9.845951 1.130485 4.353856 -0.079 0.123 -0.028 0.25
H -7.371282 -2.112806 5.563038 0.050 -0.136 0.071 0.25
H -5.794144 -1.608515 3.751329 0.100 -0.183 0.097 0.21
H -3.017306 -2.196388 1.850592 0.000 -0.153 0.153 0.21
H -0.977717 -3.416947 1.264266 0.013 -0.131 0.080 0.25

---

Record 3
50
Properties=species:S:1:pos:R:3:forces:R:3:nbo_charge:R:1 method="wB97M-V/def2-TZVPD" smiles="CC(C)N(CC(=O)OC[C@@H](O)[C@@H](O)[C@H](O)[C@@H](O)C(=O)O)C(C)C" homo_ha=-0.3058 e_lumo_ev=0.200 de_lowest_kcal_mol=74.3
O 0.235689 0.387088 -3.556752 -0.894 1.412 0.862 -0.58
O 0.168155 2.498871 3.152946 -1.197 -2.217 1.385 -0.64
O -0.166594 0.273844 3.527618 -0.139 0.526 0.851 -0.69
O -1.184749 -0.196657 -1.807930 2.020 1.325 -0.351 -0.56
O -3.058391 3.475487 1.985088 1.765 -1.098 -2.068 -0.75
O -1.133355 2.961592 0.460781 3.177 -0.072 1.158 -0.74
O -2.870394 0.791383 4.004142 -0.208 -1.129 0.427 -0.73
O -3.250027 0.176833 -0.285300 0.712 -1.284 -0.574 -0.72
C -0.047536 -0.285423 -2.599720 -0.686 -1.616 -1.311 0.81
C -0.583995 1.570384 3.524584 1.178 2.792 -2.871 0.78
N 1.547869 -1.484016 -1.218859 -0.041 -1.676 3.035 -0.51
C 0.735211 -1.557659 -2.432702 1.635 0.857 -0.534 -0.33
C 0.138368 -2.950670 0.268994 -1.223 -0.500 0.651 -0.63
C 2.344349 -3.837726 -0.734571 -2.707 1.148 -1.198 -0.62
C 3.417032 -0.103338 -2.030002 0.522 -0.309 0.577 -0.63
C 2.019996 0.920932 -0.385104 -1.263 -0.232 -0.383 -0.63
C 1.498152 -2.642819 -0.258335 2.296 1.540 1.280 -0.01
C 2.577818 -0.434996 -0.818449 -1.870 -0.051 -1.186 -0.01
C -1.750665 1.147438 -1.861127 -0.652 -0.147 -0.612 -0.11
C -2.661367 2.035180 2.008053 -1.593 2.143 -0.815 0.04
C -1.779979 1.745979 0.719490 -0.421 -0.774 0.288 0.06
C -2.144243 1.907227 3.483881 -0.061 -3.620 -0.721 0.00
C -2.586801 1.391937 -0.567819 0.451 -0.352 -0.112 0.07
H 0.826155 0.159751 3.537206 -1.408 0.836 -0.191 0.51
H -2.354731 3.808197 1.324593 -1.505 -0.075 1.243 0.48
H -0.400717 3.040158 1.173094 -1.421 0.066 -1.533 0.52
H -2.879166 -0.030852 3.424367 0.381 1.931 0.791 0.48
H -2.598966 -0.532465 -0.585224 -1.383 1.065 0.671 0.49
H 1.422671 -1.553552 -3.332627 -0.806 -0.132 0.734 0.21
H -0.011430 -2.365828 -2.647613 0.968 0.078 1.236 0.25
H -0.186618 -2.105591 0.919316 0.690 -0.789 0.493 0.21
H -0.710060 -2.774367 -0.441834 0.715 -1.558 -0.069 0.21
H 0.294525 -3.981394 0.826591 -1.402 2.076 -1.049 0.22
H 2.223581 -4.631184 -0.036822 -0.130 -1.028 0.161 0.20
H 1.861681 -3.956305 -1.711237 0.479 -1.287 -0.108 0.20
H 3.363523 -3.625354 -0.882092 1.257 0.573 -0.069 0.21
H 4.090261 0.681557 -1.725278 0.637 0.201 -0.194 0.21
H 3.934180 -0.987083 -2.327944 0.752 -0.499 -0.497 0.21
H 2.844151 0.278947 -2.875977 -0.275 -0.109 0.213 0.22
H 2.745965 1.432893 0.251764 -0.299 0.064 0.004 0.22
H 1.009508 0.830394 0.070305 0.753 0.181 0.078 0.21
H 1.919093 1.452019 -1.332951 -0.329 0.667 0.370 0.21
H 2.021662 -2.402204 0.735173 -0.397 0.665 -1.438 0.18
H 3.082139 -0.796503 0.089327 0.278 -0.564 -0.921 0.21
H -0.989719 1.865277 -2.160432 0.207 0.121 0.770 0.23
H -2.379698 1.111731 -2.763404 -0.444 0.210 0.578 0.20
H -3.635349 1.488988 1.865244 1.116 0.167 0.681 0.22
H -1.145941 0.794883 0.864882 -0.251 1.597 0.096 0.18
H -2.496067 2.837669 3.995489 0.970 -1.008 -0.200 0.26
H -3.315176 2.169347 -0.832822 0.045 -0.112 0.372 0.20

---

Record 4
81
Properties=species:S:1:pos:R:3:forces:R:3:mulliken_charge:R:1 method="wB97M-V/def2-TZVPD" homo_ha=-0.1821 total_charge=-1 e_lumo_ev=2.134 de_lowest_kcal_mol=23.5
Y 0.249105 -1.089082 -1.437140 -0.891 -0.062 0.056 2.11
O 1.746756 -2.895933 -1.367240 -0.712 -0.881 0.255 -0.12
C 2.153849 -3.397836 -2.654464 0.634 0.739 0.254 -0.63
C 2.762476 -2.254351 -3.459202 0.356 -0.034 -1.302 -1.04
N 1.759929 -1.290813 -3.957813 1.491 1.286 0.470 0.78
C 2.325209 0.082652 -4.068376 0.509 -0.129 -1.245 -0.83
C 2.481027 0.827392 -2.721322 -0.086 -0.376 -0.982 0.55
O 2.883358 1.980597 -2.777864 0.124 0.043 0.382 -0.74
O 2.144523 0.134064 -1.710114 -0.210 0.022 0.811 -0.60
C 0.977828 -1.793960 -5.084566 -1.570 -0.582 1.664 -0.89
C -0.528856 -1.969211 -4.573518 0.414 -2.245 -0.506 0.48
O -1.266296 -2.600817 -5.326917 0.015 0.650 -0.384 -0.75
O -0.804970 -1.674505 -3.371756 0.363 0.830 0.752 -0.79
H 1.119136 -3.562380 -0.968748 0.329 0.763 -0.344 0.28
H 1.360752 -3.938514 -3.122062 -0.885 0.015 -0.555 0.38
H 2.904516 -4.113998 -2.442622 1.084 -0.816 -0.027 0.53
H 3.340244 -2.640094 -4.374460 -0.528 0.051 1.275 0.45
H 3.492680 -1.754568 -2.796029 -0.475 -0.036 -0.356 0.31
H 1.631224 0.681878 -4.671583 -0.003 -0.139 0.185 0.35
H 3.323810 0.183439 -4.650581 -1.259 -0.525 0.893 0.23
H 1.355180 -2.825964 -5.286959 -0.549 0.854 -0.479 0.28
H 0.803763 -1.182614 -5.979148 1.055 0.025 0.169 0.44
O -2.645232 2.565204 1.562562 -0.262 1.074 -1.475 -1.06
C -2.418935 3.378951 0.522774 -0.138 -0.806 0.631 0.68
C -2.824353 4.752520 0.550573 0.597 -0.294 -1.248 -0.91
C -2.445955 5.642853 -0.478353 0.298 -0.493 -0.626 -0.15
C -1.549370 5.223366 -1.528245 -0.351 -1.369 2.152 -1.20
C -1.240417 3.797503 -1.539887 0.488 4.074 -1.280 0.47
C -1.739295 2.880754 -0.673440 -1.305 0.972 2.304 -0.29
C -1.536513 1.471384 -0.903727 0.745 -1.036 -0.101 0.46
O -0.622300 1.035243 -1.650167 -0.468 0.644 0.269 -0.84
N -2.382346 0.578999 -0.335208 0.773 2.202 -0.060 0.09
N -2.194834 -0.696644 -0.717916 -1.728 -1.622 1.190 0.26
C -3.182416 -1.462289 -0.353949 1.149 0.080 -0.708 -0.58
C -3.208239 -2.852269 -0.688337 -1.088 -1.301 -1.080 0.67
C -4.508266 -3.430602 -0.798239 0.762 -1.424 0.974 -0.85
C -4.648062 -4.832758 -0.809396 -0.319 1.034 -1.000 -0.63
C -3.532619 -5.640588 -0.961318 2.415 0.804 0.357 -0.41
C -2.233072 -5.108141 -1.037243 -1.590 1.357 0.093 -0.85
C -2.036159 -3.663083 -0.947964 -0.240 -0.989 1.805 0.44
O -0.853592 -3.195762 -0.736914 0.766 0.540 -0.867 -0.61
H -2.994709 0.878900 0.428224 0.159 0.023 -0.225 0.50
H -3.438906 5.082783 1.377605 0.020 -0.034 0.006 0.42
H -2.888067 6.668954 -0.502798 0.690 -0.830 0.247 0.31
H -0.961172 5.990840 -2.082738 -0.820 -1.023 0.053 0.30
H -0.505907 3.544560 -2.270421 0.195 -0.745 -0.576 0.52
H -4.060269 -1.084227 0.217807 0.604 0.101 -0.552 0.26
H -5.403496 -2.808567 -0.732640 0.302 -0.066 0.078 0.37
H -5.601473 -5.332190 -0.857385 -0.393 0.271 0.145 0.35
H -3.569324 -6.708228 -0.893117 -0.469 -0.512 -0.167 0.38
H -1.370335 -5.760077 -1.019757 0.090 0.119 -0.184 0.32
C 1.902183 3.186244 0.383379 -0.348 -2.550 0.314 -0.56
O 1.049434 2.444078 1.415387 1.996 1.089 -0.844 0.08
C 1.362310 2.657412 2.725417 -1.167 0.261 -1.169 0.76
C 2.504440 3.211689 3.262025 1.258 -0.022 -0.006 -0.88
C 2.522574 3.458874 4.654734 2.924 0.606 -1.769 -0.58
C 1.478198 3.212693 5.452819 -1.479 -0.075 2.058 -0.61
C 0.301054 2.698387 4.927986 0.418 -0.870 -1.422 -0.47
C 0.282095 2.360241 3.575881 -0.307 -0.215 0.980 -0.29
N -0.810333 1.598091 3.010743 1.475 -2.056 0.706 0.20
C -0.703904 0.280696 2.895210 -1.708 2.307 -0.380 -0.45
C 0.358301 -0.609605 3.241208 2.556 -1.472 0.093 0.00
C 0.959791 -0.753615 4.510012 -0.483 0.458 0.215 -0.23
C 2.120657 -1.509338 4.660406 0.394 0.093 -0.509 -0.78
C 2.751913 -2.067426 3.531510 -0.232 -0.697 0.045 -0.48
C 2.191996 -1.967105 2.250939 0.928 -0.570 -0.316 -0.57
C 1.008103 -1.270258 2.043232 -2.359 3.574 0.734 0.43
O 0.506437 -0.815656 0.915362 0.653 -1.523 -0.060 -0.39
H 1.226367 3.272941 -0.494633 0.713 0.037 0.719 -0.08
H 2.831600 2.590734 0.121306 -1.373 0.363 0.214 0.20
H 2.240707 4.101781 0.812727 -0.216 0.916 0.206 0.58
H 3.450027 3.339642 2.648379 -1.482 0.022 0.799 0.36
H 3.484798 3.854305 5.037841 -0.797 -0.308 0.010 0.33
H 1.527376 3.331080 6.543974 0.126 0.239 -0.558 0.34
H -0.517351 2.438015 5.566810 -0.411 -0.071 0.146 0.54
H -1.581584 2.103851 2.446093 -0.468 -0.031 -0.254 0.42
H -1.604297 -0.133443 2.438350 0.310 -0.075 -0.365 0.69
H 0.534263 -0.287464 5.441780 0.306 -0.339 -1.234 0.30
H 2.608432 -1.551881 5.630798 -0.185 -0.191 -0.127 0.35
H 3.673903 -2.683355 3.675683 -0.759 0.814 -0.207 0.31
H 2.720904 -2.314379 1.336742 -0.369 0.083 0.842 0.29

---

Record 5
12
Properties=species:S:1:pos:R:3:forces:R:3:nbo_charge:R:1 method="wB97M-V/def2-TZVPD" homo_ha=-0.3812 e_lumo_ev=-1.576 de_lowest_kcal_mol=9.7
C 1.843879 -0.494288 0.098616 -0.040 -0.873 1.179 -0.17
C 1.953807 0.917517 0.168428 3.319 -1.701 -0.414 0.14
N 3.243853 1.259162 0.110061 -2.312 1.283 0.600 0.02
N 3.062868 -1.011705 0.185237 -1.102 4.602 -0.499 0.41
N 0.963259 1.912152 0.169922 -0.861 1.525 -1.334 0.52
O 3.611486 -2.015503 0.246518 1.366 -3.959 0.222 -0.31
O -0.195053 1.639767 -0.038233 -0.305 -0.898 0.003 -0.41
O 1.319236 3.045038 0.216685 1.375 1.582 0.742 -0.30
O 3.972383 0.199356 0.154406 -0.082 -0.854 -0.340 -0.17
Cl -1.752685 -0.567043 0.411858 -0.676 -1.128 0.256 -0.31
H 1.076307 -1.210747 0.325907 -0.564 0.321 -0.386 0.28
H -1.587103 0.653242 0.108848 -0.118 0.100 -0.030 0.29

---

Record 6
15
Properties=species:S:1:pos:R:3:forces:R:3:nbo_charge:R:1 method="wB97M-V/def2-TZVPD" homo_ha="-0.4870 / -0.4870" total_charge=+1 e_lumo_ev="-5.939 / -5.940" de_lowest_kcal_mol=91.1
C 1.305851 1.149181 0.127266 -0.163 -4.010 -0.223 -0.05
C 1.601513 -1.075793 0.014212 -1.362 1.630 -1.104 -0.02
C 0.608714 -0.124528 0.046687 1.504 2.459 0.656 -0.04
C -1.721767 0.505987 -0.189447 1.006 2.010 -2.019 0.35
N 2.565121 0.895839 0.036673 2.090 2.181 -0.988 -0.19
N 2.740864 -0.377804 -0.146818 -1.226 -1.956 1.037 -0.28
N -2.979339 0.316566 0.028716 -1.254 -1.793 1.288 -0.71
N -0.745031 -0.238380 0.108859 -1.014 -5.813 3.562 -0.39
H 0.974043 2.090271 0.306089 -1.076 2.564 0.372 0.22
H 1.435150 -2.097276 0.083355 0.425 -1.773 -0.217 0.23
H -1.570735 1.395311 -0.796058 0.836 0.022 -0.093 0.23
H 3.600576 -0.811389 -0.376107 1.118 0.155 0.176 0.43
H -3.581737 0.523503 -0.746375 -0.614 0.301 0.117 0.44
H -3.119368 -0.550373 0.540415 -0.915 0.093 -0.127 0.40
H -1.113850 -1.601120 0.962534 0.643 3.930 -2.434 0.37